This record from the Open Molecules 2025 dataset describes C15H14BrN3O8V as an isolated structure. The level of theory is ωB97M-V/def2-TZVPD.

Summary:
**Lowest unoccupied orbital energy (alpha / beta)**: -0.66 / -0.79 eV
**HOMO (alpha / beta)**: -7.9 / -8.6 eV
**Gap between HOMO and LUMO (alpha / beta)**: 7.274 / 7.809 eV
**2S+1**: 4
**Energy**: -132359.0895 eV

CARTESIAN COORDINATES (ANGSTROEM)
V (0.27, -1.87, 0.49)
O (1.13, 1.52, 2.64)
C (0.94, 0.77, 1.70)
O (0.68, -0.49, 1.85)
C (1.03, 1.34, 0.29)
C (1.09, 2.73, 0.22)
C (1.21, 3.38, -0.99)
C (1.31, 2.68, -2.18)
C (1.29, 1.31, -2.12)
C (1.09, 0.58, -0.91)
O (0.95, -0.70, -0.98)
N (1.45, 0.58, -3.37)
O (2.18, -0.38, -3.38)
O (0.85, 1.01, -4.35)
N (1.23, 4.84, -1.03)
O (1.09, 5.44, 0.02)
O (1.39, 5.38, -2.11)
H (1.05, 3.28, 1.15)
H (1.41, 3.19, -3.13)
C (-4.50, 1.06, -0.41)
C (-3.83, -0.21, 0.02)
C (-4.55, -1.32, 0.45)
C (-3.90, -2.48, 0.85)
C (-2.52, -2.45, 0.80)
Br (-1.42, -3.92, 1.33)
N (-1.81, -1.42, 0.39)
C (-2.45, -0.31, 0.01)
H (-5.59, 0.95, -0.43)
H (-4.17, 1.36, -1.41)
H (-4.26, 1.87, 0.27)
H (-5.63, -1.29, 0.47)
H (-4.43, -3.36, 1.19)
H (-1.82, 0.51, -0.31)
C (3.68, -2.06, 2.04)
C (3.04, -3.26, 1.37)
O (2.16, -2.86, 0.29)
H (4.29, -2.39, 2.88)
H (2.92, -1.37, 2.41)
H (4.33, -1.53, 1.34)
H (2.40, -3.81, 2.06)
H (3.78, -3.95, 0.96)
H (2.65, -2.33, -0.36)